1.
C33H29ClO6P | the ωB97M-V functional and the def2-TZVPD basis

Values from the calculation:
Charge: -1
LUMO (eV): 0.17
HOMO-LUMO gap (eV): 4.031
F_max (hartree/bohr): 0.0153

The geometry in XYZ format:
```
70
Properties=species:S:1:pos:R:3:nbo_charge:R:1
C -2.09532 0.61171 -0.41676 -0.620
C -2.43553 2.10725 -0.44800 -0.407
C -3.83298 2.36424 -1.00090 -0.155
Cl -4.14480 4.14528 -0.93712 -0.126
C -4.94083 1.51641 -0.35991 0.037
C -6.25010 2.19434 0.03694 -0.069
O -7.18755 1.15843 0.15549 -0.843
P -6.71062 -0.35800 -0.60398 0.981
O -5.29877 0.52234 -1.26207 -0.826
H -2.56319 0.16369 0.46176 0.213
H -1.02236 0.45155 -0.34068 0.197
H -2.53313 0.10394 -1.27492 0.229
H -1.72601 2.61216 -1.11186 0.193
H -2.31440 2.56968 0.53334 0.196
H -3.82702 2.10719 -2.05828 0.222
H -4.55040 1.07391 0.56875 0.155
H -6.14944 2.69465 1.00923 0.151
H -6.59277 2.93648 -0.69034 0.153
H -7.84381 -1.03096 -0.01150 -0.155
H -5.89512 -0.70190 0.55673 -0.190
H -6.28285 -1.59684 -1.24588 -0.171
H -7.46722 0.00558 -1.78232 -0.165
C 4.28009 4.36128 0.34991 -0.193
C 3.04433 3.76724 0.58415 -0.189
C 2.52613 2.86080 -0.32446 -0.179
C 3.24142 2.54808 -1.47405 -0.059
C 4.47178 3.16050 -1.72016 -0.149
C 4.99126 4.06143 -0.79942 -0.157
C 5.23428 2.87888 -2.97027 0.532
O 6.30854 3.40173 -3.18062 -0.530
C 4.62747 1.94201 -3.95952 -0.053
C 5.28984 1.70119 -5.15637 -0.179
C 4.74709 0.82658 -6.08169 -0.196
C 3.54338 0.18295 -5.81437 -0.192
C 2.87797 0.41928 -4.62412 -0.151
C 3.41420 1.30296 -3.69628 -0.153
C 2.67341 1.55626 -2.42883 0.538
O 1.64026 0.97431 -2.17760 -0.527
H 4.68477 5.06601 1.06423 0.217
H 2.48368 4.01376 1.47591 0.224
H 1.56481 2.39436 -0.15449 0.247
H 5.94820 4.52419 -0.99615 0.236
H 6.22660 2.20405 -5.35186 0.235
H 5.26203 0.64387 -7.01560 0.216
H 3.12293 -0.50246 -6.53810 0.219
H 1.93940 -0.07129 -4.40646 0.243
C 2.04648 -0.75795 1.05612 -0.204
C 1.18465 -1.31250 0.11601 -0.178
C 0.32021 -2.32890 0.48767 -0.181
C 0.31579 -2.79664 1.79497 -0.058
C 1.18749 -2.24210 2.73659 -0.175
C 2.04934 -1.21946 2.36124 -0.162
C 1.22104 -2.73568 4.14040 0.625
O 1.97225 -2.25155 4.96250 -0.555
C 0.30174 -3.85133 4.50891 -0.137
C 0.33668 -4.35571 5.80323 -0.172
C -0.51635 -5.38235 6.16749 -0.196
C -1.41225 -5.90776 5.24198 -0.194
C -1.44852 -5.41213 3.95051 -0.156
C -0.58929 -4.38653 3.57801 -0.116
C -0.63224 -3.88304 2.17238 0.527
O -1.40329 -4.35524 1.36790 -0.508
H 2.72033 0.03850 0.76657 0.214
H 1.19007 -0.95204 -0.90161 0.240
H -0.36062 -2.75875 -0.23397 0.246
H 2.71593 -0.79403 3.09865 0.232
H 1.03345 -3.93483 6.51461 0.235
H -0.48761 -5.77423 7.17583 0.213
H -2.08411 -6.70521 5.53103 0.215
H -2.14081 -5.80962 3.22150 0.242
```

2.
C33H29F6N4O6P2RhS2 | the ωB97M-V functional and the def2-TZVPD basis

Values from the calculation:
Charge: +2
LUMO (spin up / spin down) (eV): -8.51 / -8.50
HOMO-LUMO gap (spin up / spin down) (eV): 5.441 / 5.447
Relative energy (zero: lowest compared OMol25 entry of this formula, charge and spin) (eV): 1.149
F_max (hartree/bohr): 0.0708

The geometry in XYZ format:
```
83
Properties=species:S:1:pos:R:3:mulliken_charge:R:1
Rh 0.23839 0.65515 -0.00115 1.186
N 1.25319 -2.15295 0.57185 0.161
P 1.91719 -1.07005 -0.60735 1.143
C 3.60789 -0.70285 -0.02865 0.425
C 4.54519 -1.72915 0.06585 -0.597
C 5.82519 -1.43405 0.50435 -0.773
C 6.17019 -0.12935 0.82715 -0.517
C 5.23749 0.88965 0.72905 -0.823
C 3.94889 0.60265 0.30535 -0.377
C 2.15399 -2.04375 -2.11295 0.678
C 1.54489 -3.27605 -2.32735 -0.259
C 1.81959 -3.97805 -3.48775 -0.740
C 2.66039 -3.43535 -4.44895 -0.515
C 3.21169 -2.17445 -4.26265 -0.699
C 2.95189 -1.47045 -3.10315 -0.638
P 0.11439 -1.26965 1.51385 0.201
C 0.90619 -0.89145 3.10605 0.515
C 1.06259 -1.83845 4.11305 -0.643
C 1.63399 -1.45305 5.31375 -0.667
C 2.02409 -0.13565 5.51145 -0.553
C 1.87679 0.80395 4.50025 -0.812
C 1.32219 0.42715 3.29175 -0.404
C -1.27311 -2.38385 1.81545 0.932
C -2.34061 -1.83475 2.53365 -0.514
C -3.50621 -2.55835 2.68755 -0.813
C -3.61201 -3.82705 2.13175 -0.534
C -2.55511 -4.36965 1.41445 -0.731
C -1.38911 -3.64595 1.24055 -0.494
H 1.86779 -2.82145 1.03785 0.445
H 4.28669 -2.74015 -0.21565 0.459
H 6.56319 -2.21805 0.58765 0.454
H 7.17349 0.09635 1.15425 0.441
H 5.50219 1.90545 0.98335 0.525
H 3.21229 1.38885 0.23325 0.313
H 0.87059 -3.67535 -1.58635 0.347
H 1.36309 -4.94295 -3.64985 0.464
H 2.86679 -3.98865 -5.35335 0.431
H 3.84289 -1.74555 -5.02315 0.462
H 3.36409 -0.48455 -2.94995 0.445
H 0.73779 -2.85795 3.96295 0.490
H 1.76739 -2.17835 6.10145 0.448
H 2.44249 0.15925 6.46085 0.437
H 2.18379 1.82685 4.65815 0.486
H 1.18819 1.14315 2.47785 0.325
H -2.23971 -0.84535 2.96395 0.506
H -4.33451 -2.13825 3.23575 0.479
H -4.52521 -4.38825 2.24885 0.458
H -2.64591 -5.35695 0.98915 0.481
H -0.56761 -4.05395 0.67225 0.343
O -4.51721 5.35525 -1.17625 -0.492
C -5.28521 4.33875 -0.65315 -0.492
N -4.51331 3.13465 -0.72335 -0.002
C -5.05291 1.90355 -0.50205 -0.208
O -6.20481 1.72515 -0.19375 -0.594
C -4.07331 0.78345 -0.71365 0.484
C -4.45181 -0.34735 -1.43195 -0.314
C -3.50701 -1.32705 -1.69255 -1.216
C -2.21711 -1.14925 -1.22075 -0.619
N -1.89461 -0.11105 -0.46005 1.233
C -2.78891 0.82655 -0.18025 -0.967
H -5.01981 6.17665 -1.24885 0.309
H -6.24121 4.20265 -1.19325 0.334
H -5.56611 4.52655 0.40495 0.306
H -3.55441 3.25695 -1.03145 0.160
H -5.47061 -0.44415 -1.77715 0.590
H -3.76021 -2.20455 -2.26325 0.563
H -1.43391 -1.86335 -1.44005 0.475
H -2.47921 1.61935 0.49525 0.785
F 0.28499 2.87205 -4.82635 -0.169
C -0.66351 2.85595 -3.91405 0.389
F -1.53411 1.88885 -4.21545 -0.180
F -1.30311 4.01155 -3.89445 -0.160
S 0.01599 2.45405 -2.21625 0.917
O -1.09621 2.61005 -1.30825 -0.359
O 0.46649 1.07535 -2.33615 -0.426
N 1.15579 3.49495 -1.97005 -0.503
S 1.47489 3.77995 -0.45275 0.906
O 1.35349 2.54405 0.33545 -0.545
O 2.66099 4.50345 -0.22415 -0.603
C 0.01149 4.79175 0.18575 0.629
F 0.41499 5.79265 0.94125 -0.222
F -0.71281 5.26465 -0.81935 -0.213
F -0.76751 3.99945 0.93015 -0.172
```

3.
C33H29FGeN3O4PdS2 | the ωB97M-V functional and the def2-TZVPD basis

Values from the calculation:
Spin multiplicity: 2
Charge: 0
LUMO (spin up / spin down) (eV): -1.06 / -2.54
HOMO-LUMO gap (spin up / spin down) (eV): 7.296 / 5.817
Relative energy (zero: lowest compared OMol25 entry of this formula, charge and spin) (eV): 0.775
F_max (hartree/bohr): 0.0126

The geometry in XYZ format:
```
74
Properties=species:S:1:pos:R:3:lowdin_spin:R:1
Pd 0.68137 0.13396 0.24560 0.000
C 1.83944 1.12971 3.31629 0.005
C 0.50007 1.46069 2.76415 0.007
N -0.17790 0.63563 2.03762 0.022
N -1.54419 0.92581 1.98597 0.007
C -2.16918 0.45838 0.96421 0.006
S -1.44332 -0.31054 -0.40953 0.010
S -3.90500 0.62373 0.82206 0.003
C -4.40813 1.12444 2.49605 0.000
C -4.81831 2.56688 2.61006 0.000
C -6.11450 2.90077 2.98278 0.000
C -6.49927 4.23076 3.09532 0.000
C -5.58828 5.24019 2.82997 0.000
C -4.29046 4.91376 2.45454 0.000
C -3.90688 3.58731 2.34821 0.002
C -0.00364 2.83625 2.92338 0.158
C -0.16837 3.50402 4.10593 -0.007
C -0.49802 4.86553 4.11310 0.240
C -0.61700 5.58869 2.91535 -0.005
C -0.44106 4.96502 1.71293 0.169
C -0.13993 3.55201 1.63885 0.054
O 0.01373 2.98670 0.54667 0.318
H 2.04098 0.06580 3.23032 0.001
H 1.83052 1.41394 4.37352 -0.001
H 2.62350 1.68586 2.80470 0.000
H -3.56532 0.90044 3.14811 0.000
H -5.23510 0.46943 2.76899 0.000
H -6.83268 2.11370 3.18272 0.000
H -7.51414 4.47509 3.38201 0.000
H -5.88681 6.27761 2.90944 0.000
H -3.57771 5.69860 2.23809 0.000
H -2.89909 3.32689 2.04542 0.001
H -0.06168 2.97770 5.04652 -0.004
H -0.64923 5.36839 5.05894 0.013
H -0.85335 6.64406 2.95310 -0.005
H -0.52363 5.48728 0.76854 0.006
O 1.87399 -0.38674 -3.51471 0.000
N 1.48121 -0.63339 -2.40367 0.000
O 1.24937 -1.75170 -1.95621 0.000
O 1.30567 0.39515 -1.59755 0.000
F 2.50940 0.60615 0.77014 0.000
C 3.46570 -1.96372 0.95456 0.000
Ge 1.55756 -2.28557 0.85294 -0.001
C 0.75929 -2.37038 2.63494 0.000
C -0.57329 -2.18402 2.98666 0.000
C -0.99013 -2.36843 4.29433 0.000
C -0.08027 -2.74677 5.27480 0.000
C 1.25077 -2.93776 4.94038 0.000
C 1.66579 -2.75034 3.62667 0.000
C 1.22131 -3.89015 -0.17932 0.000
C 2.34820 -4.48732 -0.68462 0.000
C 2.28751 -5.73523 -1.34164 0.000
C 1.09139 -6.37112 -1.48276 0.000
C -0.10110 -5.78645 -0.98929 0.000
C -1.35259 -6.42863 -1.14762 0.000
C -2.50016 -5.84879 -0.68965 0.000
C -2.44636 -4.59065 -0.05622 0.000
C -1.25040 -3.95355 0.11368 0.000
C -0.04233 -4.52980 -0.33632 0.000
H 3.93347 -2.88639 1.30558 0.000
H 3.66791 -1.14101 1.63026 0.000
H 3.85858 -1.71090 -0.02767 0.000
H -1.29748 -1.87536 2.24327 0.000
H -2.03093 -2.21551 4.55089 0.000
H -0.41180 -2.88910 6.29547 0.000
H 1.96948 -3.23080 5.69491 0.000
H 2.71457 -2.89542 3.39118 0.000
H 3.31290 -4.00335 -0.60475 0.000
H 3.19599 -6.17794 -1.72854 0.000
H 1.03009 -7.33061 -1.98273 0.000
H -1.38121 -7.38968 -1.64760 0.000
H -3.45265 -6.34564 -0.82104 0.000
H -3.35821 -4.11893 0.28802 0.000
H -1.23032 -2.97531 0.56986 0.000
```

Question: What is the charge in the third record?
Answer: 0

Question: Look up the F_max of the second one.
Answer: 0.0708 hartree/bohr

Question: The highest F_max belongs to which entry?
Answer: C33H29F6N4O6P2RhS2